Density functional theory data (ωB97M-V/def2-TZVPD) for a cluster of 2 separate species, C9H13NO2 in total in a non-equilibrium geometry.

Output
Electronic energy = -15129.36292 eV
HOMO = -8.352 eV
Max |F| = 1.2 eV/Å
SMILES = Cc1ccc(O)cc1.CC(N)=O
Total charge = 0
Orbital gap = 9.0764 eV
ΔE to the lowest compared entry with this formula, charge and spin = 6.2 kcal/mol

Geometry (Å):
C -2.810 1.818 -2.050
C -1.656 1.869 -1.086
C -1.488 2.943 -0.219
C -0.370 3.004 0.603
C 0.551 1.973 0.592
O 1.641 1.976 1.426
C 0.299 0.798 -0.102
C -0.767 0.800 -0.989
H -3.518 1.035 -1.790
H -2.481 1.627 -3.083
H -3.316 2.772 -2.144
H -2.237 3.720 -0.230
H -0.209 3.874 1.224
H 1.644 2.795 1.932
H 0.850 -0.101 0.125
H -0.919 -0.071 -1.623
C 0.696 -3.994 0.661
C 1.995 -3.280 0.344
N 2.626 -2.669 1.380
O 2.427 -3.265 -0.792
H 0.105 -4.054 -0.240
H 0.168 -3.547 1.507
H 0.915 -4.998 1.052
H 3.491 -2.198 1.165
H 2.360 -2.828 2.336

Density functional theory data (ωB97M-V/def2-TZVPD) for a cluster of 2 separate species, C9H13NO2 in total in a non-equilibrium geometry.

Output
Electronic energy = -15128.44932 eV
HOMO = -8.967 eV
Max |F| = 3.0 eV/Å
SMILES = Cc1ccc(O)cc1.CC(N)=O
Total charge = 0
Orbital gap = 9.5892 eV
ΔE to the lowest compared entry with this formula, charge and spin = 27.3 kcal/mol

Geometry (Å):
C 2.763 0.149 -0.088
C 1.606 -0.621 0.465
C 0.879 -0.098 1.548
C -0.269 -0.730 1.965
C -0.882 -1.725 1.179
O -2.177 -2.115 1.378
C -0.184 -2.232 0.133
C 1.040 -1.639 -0.294
H 3.707 0.057 0.497
H 2.577 1.197 -0.342
H 3.385 -0.210 -0.936
H 0.981 0.888 1.986
H -0.815 -0.429 2.861
H -2.726 -1.363 1.636
H -0.579 -3.015 -0.515
H 1.517 -2.019 -1.183
C -1.843 0.603 -1.121
C -1.482 2.061 -1.046
N -0.127 2.328 -1.324
O -2.243 2.995 -1.059
H -1.086 0.079 -1.701
H -2.820 0.616 -1.630
H -1.900 0.212 -0.115
H 0.076 3.313 -1.242
H 0.600 1.696 -1.049

Density functional theory data (ωB97M-V/def2-TZVPD) for a cluster of 2 separate species, C9H13NO2 in total in a non-equilibrium geometry.

Output
Electronic energy = -15127.53537 eV
HOMO = -8.171 eV
Max |F| = 5.7 eV/Å
SMILES = Cc1ccc(O)cc1.CC(N)=O
Total charge = 0
Orbital gap = 8.8759 eV
ΔE to the lowest compared entry with this formula, charge and spin = 48.3 kcal/mol

Geometry (Å):
C -4.736 -1.197 -0.470
C -3.303 -0.836 -0.372
C -2.549 -0.666 -1.658
C -1.251 -0.236 -1.626
C -0.669 0.089 -0.416
O 0.648 0.510 -0.741
C -1.353 -0.065 0.842
C -2.757 -0.495 0.834
H -5.066 -2.034 0.065
H -5.109 -1.468 -1.460
H -5.330 -0.397 -0.051
H -3.099 -1.045 -2.571
H -0.550 -0.243 -2.424
H 1.236 0.533 0.069
H -0.926 0.263 1.754
H -3.226 -0.621 1.853
C 4.876 1.109 1.556
C 3.845 1.225 0.481
N 3.651 0.118 -0.316
O 3.224 2.198 0.134
H 5.753 1.822 1.654
H 5.282 0.172 1.781
H 4.242 1.636 2.470
H 3.045 0.421 -1.022
H 4.123 -0.794 -0.368

Density functional theory data (ωB97M-V/def2-TZVPD) for an isolated molecule of C9H13NO2S in a non-equilibrium geometry.

Output
Electronic energy = -25962.38763 eV
HOMO = -8.505 eV
Max |F| = 3.1 eV/Å
SMILES = COc1cnc(CSC)cc1OC
Total charge = 0
Orbital gap = 9.1366 eV
ΔE to the lowest compared entry with this formula, charge and spin = 53.3 kcal/mol

Geometry (Å):
C -3.379 -0.735 1.356
O -2.958 -1.171 0.064
C -1.642 -0.865 -0.182
C -0.732 -1.886 -0.252
N 0.552 -1.758 -0.550
C 0.980 -0.509 -0.705
C 2.422 -0.306 -1.026
S 3.367 -0.328 0.541
C 2.804 1.289 1.207
C 0.103 0.611 -0.713
C -1.204 0.458 -0.359
O -2.194 1.429 -0.322
C -1.729 2.758 -0.339
H -2.896 -1.314 2.195
H -4.447 -0.872 1.434
H -3.089 0.346 1.371
H -1.159 -2.927 -0.206
H 2.907 -1.028 -1.676
H 2.520 0.654 -1.558
H 1.704 1.241 1.519
H 3.402 1.501 2.074
H 3.073 2.050 0.438
H 0.542 1.576 -1.186
H -2.553 3.439 0.107
H -1.527 3.068 -1.441
H -0.748 2.846 0.262

Density functional theory data (ωB97M-V/def2-TZVPD) for a structure of composition C9H13NO4V in a non-equilibrium geometry.

Output
Electronic energy = -44892.07955 eV
HOMO = -11.904 eV
Max |F| = 2.6 eV/Å
Total charge = +1
Orbital gap = 2.4802 eV

Geometry (Å):
C 1.220 2.001 -0.032
C 1.185 0.808 -0.086
C 1.058 -0.658 -0.194
C 2.474 -1.167 -0.496
C 3.490 -0.540 0.163
O 0.157 -0.903 -1.227
C -0.299 -2.225 -1.227
O 0.234 -2.991 -1.967
N -1.365 -2.628 -0.440
C -2.009 -1.598 0.400
C -2.968 -0.662 -0.373
C -2.392 0.742 -0.670
H 0.986 3.016 -0.267
H 0.760 -1.076 0.784
H 2.693 -1.999 -1.167
H 3.493 -0.516 1.257
H 4.287 -0.003 -0.348
H -1.115 -3.455 0.083
H -1.314 -1.001 1.006
H -2.628 -2.140 1.119
H -3.822 -0.499 0.294
H -3.359 -1.155 -1.263
H -1.900 0.693 -1.646
H -1.602 1.008 0.037
H -3.154 1.519 -0.694
O 2.666 5.103 3.819
V 1.971 5.075 2.317
O 1.253 5.251 0.819

Density functional theory data (ωB97M-V/def2-TZVPD) for the ion C9H13O3PS with charge -2 in a non-equilibrium geometry.

Output
Electronic energy = -35806.61559 eV
HOMO (spin up / spin down) = 3.159 / -0.619 eV
Max |F| = 5.2 eV/Å
⟨S²⟩ = 2.02
Total charge = -2
Orbital gap (spin up / spin down) = 2.5229 / 6.2581 eV
Multiplicity = 3

Geometry (Å):
C 0.188 -2.830 -2.229
C 0.354 -1.438 -2.333
C 1.038 -3.430 -1.279
C 1.331 -0.933 -1.591
C -0.414 1.734 2.758
C -1.310 -0.523 0.559
C 0.643 1.448 1.585
C -1.440 0.960 0.163
C -0.048 1.702 0.290
O -0.093 2.868 -0.203
O 2.601 1.404 -0.577
O 0.865 1.410 -2.530
P 1.257 0.899 -1.161
S 1.987 -2.145 -0.518
H -0.469 -3.437 -2.800
H -0.302 -0.932 -2.992
H 1.271 -4.511 -1.226
H -0.839 0.720 3.079
H 0.101 2.274 3.491
H -1.129 2.388 2.355
H -0.577 -0.438 1.368
H -0.967 -1.260 -0.155
H -2.279 -0.936 0.846
H 1.367 2.190 1.687
H 1.052 0.517 1.666
H -1.818 0.916 -0.893
H -2.373 1.382 0.640